Entry 1:
Formula: C4H5N3O
Source: OMol25
Level of theory: ωB97M-V/def2-TZVPD

Output
Structure (SMILES): N/N=C\c1ncco1
2S+1: 1
Energy relative to the best compared isomer or geometry (same formula, charge and spin): 84.4 kcal/mol
HOMO level: -8.49 eV
HOMO-LUMO gap: 9.091 eV

Positions of all 13 atoms, in Å:
N 2.464 0.816 -0.061
N 2.253 -0.499 -0.122
C 1.088 -0.996 0.068
C -0.259 -0.423 0.339
N -1.307 -1.199 0.001
C -2.406 -0.198 -0.241
C -1.790 1.053 -0.067
O -0.496 0.913 0.265
H 3.225 1.103 -0.560
H 1.642 1.547 -0.024
H 1.140 -2.005 -0.196
H -3.465 -0.462 -0.408
H -2.249 2.078 -0.254

Force components x, y, z for each atom (eV/Å):
-3.918 1.844 2.022
-0.843 0.762 -0.454
0.582 0.948 0.656
-1.308 -2.119 -2.825
-0.976 3.624 0.701
3.684 0.325 1.327
-3.240 -0.876 -1.043
0.322 0.035 0.225
2.258 0.756 -1.346
2.038 -2.230 -0.159
-0.807 -1.683 0.297
1.062 0.149 -0.031
1.145 -1.536 0.631

=====

Entry 2:
Formula: C4H5N3O
Source: OMol25
Level of theory: ωB97M-V/def2-TZVPD

Output
Structure (SMILES): C/N=C1\N=CNC1=O
2S+1: 1
Energy relative to the best compared isomer or geometry (same formula, charge and spin): 84.8 kcal/mol
HOMO level: -9.54 eV
HOMO-LUMO gap: 8.853 eV

Positions of all 13 atoms, in Å:
C -1.940 -1.074 -1.007
N -0.789 -1.204 -0.321
C -0.009 -0.214 -0.042
N -0.150 1.212 -0.183
C 0.806 1.770 0.481
N 1.787 0.761 0.946
C 1.376 -0.554 0.767
O 2.032 -1.614 0.879
H -2.792 -0.711 -0.168
H -2.095 -2.177 -1.665
H -1.709 -0.247 -1.688
H 0.853 2.788 0.862
H 2.628 1.262 1.140

Force components x, y, z for each atom (eV/Å):
-3.540 -0.702 -1.675
4.877 1.289 2.911
0.453 -2.487 1.090
-0.265 0.177 0.705
-0.101 -4.560 -0.015
-1.232 2.979 0.168
0.966 -1.003 -2.281
-2.431 3.579 0.135
1.703 -1.404 -2.670
-0.334 3.426 2.140
-1.390 -0.051 -0.572
0.227 -0.099 -0.604
1.066 -1.145 0.667

=====

Entry 3:
Formula: C4H5N3O
Source: OMol25
Level of theory: ωB97M-V/def2-TZVPD

Output
Structure (SMILES): N#C[C@@]1(O)C=NNC1
2S+1: 1
Energy relative to the best compared isomer or geometry (same formula, charge and spin): 205.7 kcal/mol
HOMO level: -9.19 eV
HOMO-LUMO gap: 8.902 eV

Positions of all 13 atoms, in Å:
N -2.091 -1.310 -2.154
C -1.004 -0.938 -1.338
C -0.647 -0.228 -0.138
O -1.688 0.639 0.162
C 0.100 -1.175 0.821
N 1.025 -0.528 1.446
N 1.133 0.739 0.860
C 0.537 0.673 -0.468
H -1.074 1.389 0.795
H -0.032 -2.502 0.885
H 2.017 1.468 1.212
H 1.498 0.179 -0.936
H 0.225 1.595 -1.147

Force components x, y, z for each atom (eV/Å):
11.329 3.439 7.867
-12.562 -4.262 -8.992
1.959 -0.253 -2.270
2.294 2.901 4.249
-0.302 -2.993 1.048
0.292 0.405 -1.021
1.809 3.465 3.585
3.446 0.254 -2.249
-3.080 -2.889 -2.296
0.174 4.748 0.180
-3.564 -3.464 -1.605
-2.496 0.270 -0.636
0.700 -1.620 2.140

=====

Entry 4:
Formula: C4H5N3O
Source: OMol25
Level of theory: ωB97M-V/def2-TZVPD

Output
2S+1: 1
Energy relative to the best compared isomer or geometry (same formula, charge and spin): 136.0 kcal/mol
HOMO level: -9.03 eV
HOMO-LUMO gap: 9.670 eV

Positions of all 13 atoms, in Å:
C -0.830 -0.526 1.234
C 0.882 -0.601 -0.201
C 0.865 0.167 -1.449
C -0.296 0.932 -0.928
H -1.703 -0.872 2.801
H 0.790 -0.630 -2.157
H 2.075 0.692 -1.926
H -1.182 1.029 -1.711
H -0.013 1.965 -0.481
N 0.345 -0.853 1.862
N 1.447 -0.845 0.928
N -0.512 -0.288 0.013
O -1.868 -0.171 2.017

Force components x, y, z for each atom (eV/Å):
4.588 0.828 4.770
-1.922 1.125 2.802
6.970 0.697 -2.783
-2.937 0.694 -1.825
-0.753 2.552 -2.048
-1.141 0.231 -1.320
-3.992 -1.124 2.002
1.763 0.092 1.853
-0.619 -2.136 -0.231
-0.275 -1.151 -0.357
-1.888 -0.397 0.789
-0.062 1.767 -4.887
0.267 -3.176 1.236

=====

Entry 5:
Formula: C4H5N3O2
Source: OMol25
Level of theory: ωB97M-V/def2-TZVPD

Output
Structure (SMILES): O=COC1=NCC=NN1
2S+1: 1
Energy relative to the best compared isomer or geometry (same formula, charge and spin): 125.7 kcal/mol
HOMO level: -9.57 eV
HOMO-LUMO gap: 10.351 eV

Positions of all 14 atoms, in Å:
O -3.035 0.464 0.688
C -2.669 -0.259 -0.237
O -1.549 -0.936 -0.471
C -0.455 -0.270 -0.295
N -0.166 0.871 -0.561
C 1.135 1.189 0.146
C 2.130 0.024 -0.058
N 1.702 -1.163 0.120
N 0.400 -1.124 0.478
H -3.452 -0.273 -1.028
H 0.882 1.109 1.184
H 1.859 2.296 0.059
H 3.176 0.246 -0.630
H 0.039 -2.174 0.604

Force components x, y, z for each atom (eV/Å):
2.568 -2.099 -1.226
-5.080 3.379 0.827
-2.783 -0.980 -1.031
3.371 -3.560 3.645
2.105 4.484 -1.073
2.778 1.407 -0.430
1.804 1.641 -2.350
1.597 0.842 -0.314
-2.213 -3.625 0.470
0.873 -1.059 -0.235
-0.171 0.315 0.891
-3.125 -3.189 -0.482
-2.520 -0.911 1.843
0.797 3.355 -0.537

=====

Entry 6:
Formula: C4H5N3O2
Source: OMol25
Level of theory: ωB97M-V/def2-TZVPD

Output
Structure (SMILES): NC(=O)c1cc(N)no1
2S+1: 1
Energy relative to the best compared isomer or geometry (same formula, charge and spin): 103.0 kcal/mol
HOMO level (spin up / spin down): -8.64 / -8.64 eV
HOMO-LUMO gap (spin up / spin down): 8.331 / 8.330 eV

Positions of all 14 atoms, in Å:
N -1.712 -1.885 -0.386
C -0.761 -1.826 0.583
O -0.645 -2.666 1.446
C -0.020 -0.518 0.611
C -0.270 0.669 -0.115
C 1.000 1.250 -0.004
N 1.493 2.389 -0.537
N 1.804 0.413 0.711
O 0.904 -0.359 1.546
H -2.270 -2.717 -0.456
H -1.866 -1.129 -1.025
H -1.161 1.045 -0.579
H 2.489 2.525 -0.478
H 1.015 2.809 -1.316

Force components x, y, z for each atom (eV/Å):
0.168 -0.088 -0.315
-1.378 0.789 1.034
0.569 -0.202 -0.266
-4.127 1.080 0.946
0.130 -2.350 0.669
2.200 -1.486 1.373
-0.090 0.045 -0.283
1.151 4.311 1.296
1.272 -1.616 -4.057
-0.044 0.003 0.041
0.104 -0.103 -0.107
-0.070 -0.303 -0.365
-0.033 0.049 0.072
0.147 -0.130 -0.037

=====

Entry 7:
Formula: C4H5N3O2
Source: OMol25
Level of theory: ωB97M-V/def2-TZVPD

Output
Structure (SMILES): [H]/N=C(/N)Oc1cnco1
2S+1: 1
Energy relative to the best compared isomer or geometry (same formula, charge and spin): 97.5 kcal/mol
HOMO level: -9.51 eV
HOMO-LUMO gap: 10.217 eV

Positions of all 14 atoms, in Å:
H -1.844 0.035 -0.016
N -2.111 0.587 -0.775
C -1.074 0.426 -1.435
N -0.988 0.717 -2.850
O 0.190 -0.069 -0.968
C 0.430 -0.465 0.260
C 0.295 -1.367 1.219
N 0.842 -0.996 2.438
C 1.422 0.174 1.996
O 1.189 0.568 0.748
H -1.537 1.704 -2.886
H -0.048 0.830 -3.011
H -0.029 -2.350 1.165
H 1.778 1.023 2.586

Force components x, y, z for each atom (eV/Å):
-0.592 -0.689 3.088
-0.206 0.004 -0.733
1.113 0.166 -2.729
-3.654 2.486 3.201
-2.074 -1.314 -3.668
0.913 2.752 -0.310
-0.515 -1.523 0.659
2.424 4.362 -2.898
-1.151 -0.400 3.204
0.019 -1.166 2.021
1.778 -3.060 -0.445
2.704 0.696 -1.131
-1.169 -1.432 -0.483
0.411 -0.881 0.226

=====

Entry 8:
Formula: C4H5N3O3
Source: OMol25
Level of theory: ωB97M-V/def2-TZVPD

Output
2S+1: 1
Energy relative to the best compared isomer or geometry (same formula, charge and spin): 101.5 kcal/mol
HOMO level: -9.70 eV
HOMO-LUMO gap: 9.484 eV

Positions of all 15 atoms, in Å:
C -0.282 2.613 -0.693
C 0.274 1.344 -0.598
C 1.832 -1.857 1.687
C -0.841 -0.864 -0.740
N -1.622 2.466 -0.547
N -1.933 1.259 -0.514
N -0.817 0.515 -0.635
O 1.089 -1.013 1.962
O 1.798 -2.486 0.519
O -1.994 -1.291 -0.756
H 0.118 3.529 -0.643
H 1.249 0.882 -0.646
H 2.678 -2.399 2.221
H 1.055 -2.152 -0.057
H -2.604 -0.546 -0.558

Force components x, y, z for each atom (eV/Å):
-0.084 -4.312 1.165
-0.553 0.405 -1.363
2.463 -3.508 -1.357
4.321 0.179 -0.169
-0.567 1.623 -0.243
-1.231 -1.591 -0.379
0.946 1.210 0.962
-1.888 3.011 1.916
-0.397 -0.494 -1.636
-3.477 -1.133 0.376
1.600 3.036 -0.053
0.023 0.390 0.035
-0.820 1.152 0.350
0.451 0.013 0.636
-0.787 0.018 -0.240

=====

Entry 9:
Formula: C4H5N3OS2
Source: OMol25
Level of theory: ωB97M-V/def2-TZVPD

Output
Structure (SMILES): C=C1SN1/N=C(/S)C(N)=O
2S+1: 1
Energy relative to the best compared isomer or geometry (same formula, charge and spin): 120.2 kcal/mol
HOMO level: -8.42 eV
HOMO-LUMO gap: 7.379 eV

Positions of all 15 atoms, in Å:
C 1.636 0.293 0.959
C 1.012 1.413 0.604
S 0.742 2.458 -0.738
N -0.355 1.678 0.801
N -1.083 0.572 0.871
C -0.760 -0.610 0.444
S -1.563 -1.991 0.978
C -0.144 -1.009 -0.945
N -0.498 0.014 -1.805
O 0.531 -1.976 -1.084
H 2.645 0.114 0.566
H 1.313 -0.157 1.879
H -2.059 -1.298 1.911
H -1.349 0.470 -1.658
H -0.068 0.030 -2.782

Force components x, y, z for each atom (eV/Å):
1.927 1.162 0.289
-0.723 -0.385 -1.053
0.420 0.093 0.339
0.538 0.960 0.247
-0.599 -1.356 0.497
-0.500 0.400 -2.287
0.487 -1.863 -0.574
-0.632 3.270 0.843
2.726 -2.422 -2.414
0.556 -0.824 -0.672
-0.593 -0.213 0.251
-0.006 -0.519 0.115
-1.391 0.919 2.178
-1.112 0.932 0.263
-1.098 -0.155 1.978

=====

Entry 10:
Formula: C4H5N3S
Source: OMol25
Level of theory: ωB97M-V/def2-TZVPD

Output
Structure (SMILES): [H]/N=C\NC(=S)CC#N
2S+1: 1
Energy relative to the best compared isomer or geometry (same formula, charge and spin): 28.3 kcal/mol
HOMO level: -9.22 eV
HOMO-LUMO gap: 8.832 eV

Positions of all 13 atoms, in Å:
H -2.815 -0.062 0.308
N -2.715 -1.074 0.171
C -1.545 -1.378 -0.124
N -0.385 -0.610 -0.063
C -0.137 0.718 -0.045
S -1.281 1.909 -0.039
C 1.306 1.133 0.037
C 2.321 0.059 -0.048
N 3.153 -0.706 0.073
H -1.366 -2.422 -0.411
H 0.445 -1.158 -0.122
H 1.435 1.687 0.949
H 1.583 1.903 -0.685

Force components x, y, z for each atom (eV/Å):
0.022 -0.235 0.353
-0.991 0.978 -0.397
-0.251 -0.976 0.199
1.149 0.595 -0.413
-1.412 0.496 -0.016
0.239 -0.373 -0.025
0.886 -0.216 -0.594
-1.178 1.506 0.641
0.906 -1.154 -0.204
0.432 0.300 0.172
0.540 -0.587 -0.060
0.130 -0.129 0.764
-0.472 -0.204 -0.421